Record 1
Entry from OMol25: a structure of composition C44H35BrN5O2P2STc in a non-equilibrium geometry (ωB97M-V with the def2-TZVPD basis set).

spin multiplicity: 2
LUMO (alpha / beta): -0.1602 / -0.1672 Eh
HOMO energy (alpha / beta): -10.55 / -10.49 eV
charge: +1
ΔE to the lowest compared entry with this formula, charge and spin: 0.00 kcal per mole

Each line ends with the Mulliken spin population.
Positions of all 91 atoms, in Å:
Tc 0.879 -0.497 0.689  0.93
N -1.340 -1.931 0.103  0.01
P -0.706 -0.748 -0.968  -0.04
C -1.793 -1.012 -2.425  0.00
C -2.952 -1.805 -2.411  0.00
C -3.732 -1.963 -3.561  0.00
C -3.366 -1.330 -4.746  0.00
C -2.222 -0.538 -4.781  0.00
C -1.443 -0.380 -3.631  0.00
C -1.405 0.802 -0.299  0.03
C -0.509 1.801 0.123  0.05
C -0.972 3.015 0.638  0.00
C -2.339 3.252 0.736  0.01
C -3.242 2.276 0.322  0.02
C -2.778 1.060 -0.191  -0.02
P -0.628 -1.983 1.664  -0.09
C -1.909 -1.015 2.569  0.01
C -1.507 0.061 3.375  0.00
C -2.450 0.824 4.069  0.00
C -3.806 0.521 3.970  0.00
C -4.222 -0.546 3.178  0.00
C -3.280 -1.308 2.483  0.00
C -1.104 -3.663 2.262  -0.01
C -0.857 -3.959 3.617  0.00
C -1.185 -5.203 4.163  0.00
C -1.759 -6.183 3.361  0.00
C -2.006 -5.917 2.018  0.00
C -1.682 -4.669 1.472  0.00
H -1.133 -2.815 -0.357  0.00
H -3.282 -2.297 -1.500  0.00
H -4.629 -2.575 -3.527  0.00
H -3.974 -1.449 -5.638  0.00
H -1.936 -0.036 -5.702  0.00
H -0.558 0.250 -3.686  0.00
H 0.565 1.637 0.062  -0.01
H -0.263 3.771 0.965  0.00
H -2.703 4.193 1.140  0.00
H -4.311 2.451 0.407  0.00
H -3.506 0.310 -0.486  0.00
H -0.456 0.327 3.455  0.00
H -2.125 1.663 4.678  0.00
H -4.539 1.119 4.504  0.00
H -5.279 -0.784 3.092  0.00
H -3.627 -2.129 1.861  0.00
H -0.414 -3.209 4.271  0.00
H -0.993 -5.400 5.214  0.00
H -2.016 -7.151 3.783  0.00
H -2.456 -6.681 1.389  0.00
H -1.909 -4.514 0.424  0.00
Br 2.486 1.167 7.274  0.00
C 2.496 -0.530 6.436  0.00
C 2.866 -1.656 7.170  0.00
C 2.874 -2.907 6.555  0.00
C 2.514 -3.024 5.210  0.00
C 2.140 -1.897 4.459  -0.01
C 2.136 -0.643 5.093  0.00
C 1.750 -2.030 3.000  0.01
O 1.778 -3.198 2.498  0.01
O 1.424 -0.964 2.390  0.03
H 3.146 -1.570 8.214  0.00
H 3.159 -3.793 7.114  0.00
H 2.520 -4.001 4.728  0.00
H 1.848 0.235 4.518  0.00
S 2.853 0.609 1.132  0.03
C 4.360 1.453 1.471  0.00
N 5.353 2.009 1.694  0.01
N 2.386 2.488 -5.601  0.00
C 2.743 3.534 -6.412  0.00
C 2.937 3.636 -7.791  0.00
C 3.306 4.895 -8.280  0.00
C 3.469 5.987 -7.424  0.00
C 3.266 5.855 -6.044  0.00
C 2.896 4.601 -5.538  0.00
N 2.642 4.213 -4.247  0.01
C 2.333 2.928 -4.297  0.00
C 1.986 2.090 -3.143  0.00
C 1.667 0.734 -3.254  -0.01
C 1.352 0.028 -2.103  0.01
N 1.332 0.569 -0.868  -0.01
C 1.642 1.879 -0.778  0.05
C 1.970 2.666 -1.868  -0.01
H 2.195 1.550 -5.916  0.00
H 2.811 2.789 -8.456  0.00
H 3.470 5.025 -9.348  0.00
H 3.756 6.954 -7.831  0.00
H 3.390 6.697 -5.374  0.00
H 1.656 0.213 -4.203  0.00
H 1.098 -1.028 -2.146  0.01
H 1.621 2.295 0.225  -0.01
H 2.210 3.716 -1.727  0.00
H 0.018 0.787 1.317  0.00

=====

Record 2
Entry from OMol25: a structure of composition C44H35CsN10OS3 in a non-equilibrium geometry (ωB97M-V with the def2-TZVPD basis set).

LUMO: 0.0035 Eh
HOMO energy: -7.19 eV
ΔE to the lowest compared entry with this formula, charge and spin: 21.16 kcal per mole

Each line ends with the Mulliken charge.
Positions of all 94 atoms, in Å:
Cs -0.951 0.671 0.070  1.32
N -2.636 -4.561 0.210  -0.14
C -1.932 -5.426 1.073  0.21
C -2.501 -6.617 1.493  -0.61
C -1.803 -7.469 2.340  -0.58
C -0.541 -7.118 2.790  -0.61
C 0.020 -5.910 2.385  -0.61
C -0.659 -5.076 1.512  0.62
S 0.090 -3.586 0.923  -0.11
N -1.234 -2.672 0.402  0.01
C -2.343 -3.214 0.105  0.01
C -3.471 -2.333 -0.349  0.42
C -4.706 -2.413 0.274  -0.70
C -5.702 -1.525 -0.108  -0.51
C -5.429 -0.604 -1.098  -0.92
C -4.169 -0.616 -1.672  0.13
N -3.202 -1.461 -1.319  0.08
H -3.565 -4.836 -0.047  0.28
H -3.496 -6.883 1.146  0.32
H -2.254 -8.404 2.649  0.37
H 0.007 -7.771 3.459  0.37
H 1.006 -5.618 2.739  0.37
H -4.874 -3.127 1.072  0.50
H -6.666 -1.540 0.384  0.40
H -6.165 0.130 -1.404  0.39
H -3.918 0.090 -2.461  0.32
N 1.907 -2.059 -4.278  0.09
C 0.720 -2.413 -4.889  0.25
C 0.431 -3.057 -6.090  -1.31
C -0.906 -3.253 -6.379  -0.32
C -1.915 -2.826 -5.497  -0.72
C -1.613 -2.189 -4.305  -0.21
C -0.269 -1.977 -4.001  0.32
N 0.309 -1.370 -2.883  -0.08
C 1.589 -1.446 -3.094  0.35
C 2.619 -0.937 -2.177  -0.18
C 3.959 -0.933 -2.399  -0.58
S 4.762 -0.231 -1.068  -0.22
C 3.242 0.015 -0.293  -0.15
N 2.214 -0.397 -0.973  0.29
H 2.829 -2.238 -4.630  0.18
H 1.211 -3.391 -6.768  0.37
H -1.181 -3.751 -7.302  0.37
H -2.951 -3.008 -5.758  0.43
H -2.376 -1.876 -3.601  0.48
H 4.513 -1.289 -3.260  0.36
H 3.174 0.504 0.673  0.29
C -1.822 3.690 -3.291  -1.37
C -0.522 3.419 -2.578  0.42
O -0.468 2.619 -1.667  -0.57
C 0.724 4.136 -2.997  0.44
C 0.774 4.953 -4.120  -0.33
C 1.962 5.580 -4.473  -0.73
C 3.099 5.396 -3.699  -0.42
C 3.053 4.579 -2.573  -0.63
C 1.870 3.950 -2.225  -0.18
H -2.622 3.158 -2.786  0.27
H -1.757 3.346 -4.328  0.37
H -2.040 4.758 -3.305  0.41
H -0.109 5.101 -4.731  0.36
H 1.999 6.212 -5.351  0.38
H 4.024 5.890 -3.973  0.39
H 3.942 4.433 -1.971  0.41
H 1.807 3.296 -1.361  0.50
N 1.341 2.070 1.373  -0.25
S 1.139 1.365 2.764  0.26
C 2.717 0.824 3.418  -0.10
C 2.898 -0.534 3.636  -0.15
C 4.142 -0.998 4.057  -0.66
C 5.185 -0.103 4.245  -0.40
C 4.992 1.260 4.018  -0.78
C 3.755 1.728 3.604  -0.07
C 0.731 2.573 4.031  0.50
C 0.999 2.331 5.377  -0.49
C 0.576 3.252 6.319  -0.63
C -0.125 4.388 5.923  -0.48
C -0.408 4.604 4.582  -0.53
C 0.026 3.694 3.625  -0.55
H 1.954 2.886 1.422  0.12
H 2.078 -1.224 3.463  0.46
H 4.295 -2.057 4.226  0.41
H 6.152 -0.463 4.574  0.40
H 5.809 1.958 4.165  0.40
H 3.594 2.789 3.433  0.36
H 1.533 1.440 5.686  0.42
H 0.781 3.078 7.369  0.39
H -0.476 5.092 6.667  0.38
H -1.007 5.456 4.279  0.40
H -0.214 3.832 2.576  0.48
N -3.098 4.440 3.636  -0.66
C -3.450 3.370 3.334  0.63
N -3.877 2.158 3.046  -0.80
C -3.647 1.489 1.961  0.54
N -3.486 0.799 1.022  -0.66